{"formula": "C5H10O2", "method": "wB97M-V/def2-TZVPD", "elements": ["O", "C", "C", "C", "C", "O", "C", "H", "H", "H", "H", "H", "H", "H", "H", "H", "H"], "xyz": [[2.16978, -0.37752, 1.37978], [1.75400, -0.71098, 0.06848], [0.33918, -0.30201, -0.23748], [-0.18152, 1.11489, -0.21002], [-1.68199, 0.89051, 0.25165], [-1.83441, -0.48374, 0.52185], [-0.60273, -1.11355, -0.90105], [2.11717, 0.58123, 1.47397], [2.44696, -0.28116, -0.67201], [1.84640, -1.80006, -0.00261], [-0.54854, -0.66194, 0.71518], [0.36949, 1.74596, 0.49711], [-0.15641, 1.60838, -1.18725], [-2.38410, 1.21008, -0.52882], [-1.90029, 1.48095, 1.14943], [-1.28847, -0.74768, -1.66345], [-0.48997, -2.19726, -0.87400]], "nbo_charge": [-0.709, -0.050, -0.394, -0.450, -0.087, -0.682, -0.055, 0.462, 0.162, 0.186, 0.449, 0.202, 0.209, 0.168, 0.184, 0.198, 0.211], "homo_lumo_gap_ev": 8.946, "spin_multiplicity": 1, "homo_ev": -8.44}

{"formula": "C5H10O2", "method": "wB97M-V/def2-TZVPD", "elements": ["C", "C", "C", "O", "C", "C", "H", "H", "H", "H", "H", "H", "H", "H", "H", "H", "O"], "xyz": [[-1.00356, 2.05037, 0.94794], [2.99739, -0.91391, 0.83504], [1.73958, -0.76596, 0.45585], [1.24961, -1.53003, -0.69375], [0.72578, 0.18734, 0.96221], [-0.11446, 0.98979, 0.28863], [-1.33801, 2.80627, 0.29574], [-1.88588, 1.34554, 1.25896], [-0.45901, 2.43830, 1.83754], [3.53433, -1.61445, 0.26793], [3.47709, -0.29870, 1.68377], [0.56374, -0.80756, -0.82595], [1.05840, 0.54060, 1.93353], [-0.16798, 0.96716, -0.83595], [-4.16792, -1.60676, -3.15880], [-2.68467, -1.65501, -2.61643], [-3.52445, -2.13299, -2.63626]], "nbo_charge": [-0.654, -0.129, 0.345, -0.556, -0.302, 0.044, 0.256, 0.281, 0.253, 0.247, 0.258, 0.485, 0.250, 0.222, 0.481, 0.458, -0.939], "homo_lumo_gap_ev": [8.910, 5.382], "charge": 1, "spin_multiplicity": 2, "homo_ev": [-13.91, -13.91], "s_squared": 0.77}

{"formula": "C5H10O2S", "method": "wB97M-V/def2-TZVPD", "elements": ["C", "C", "C", "C", "C", "O", "O", "S", "H", "H", "H", "H", "H", "H", "H", "H", "H", "H"], "xyz": [[0.17020, 0.79516, 1.01572], [1.75833, -1.08844, 1.49376], [1.47361, 0.26510, -0.77576], [-2.70699, 0.80131, -1.21208], [0.82409, -0.38554, 0.47332], [0.10866, 1.88532, 1.36128], [-1.64666, -1.43892, -0.00949], [-2.35775, -0.20286, 0.40992], [1.89283, -2.24362, 1.26717], [2.65264, -0.62204, 1.58015], [1.18189, -1.01052, 2.45075], [1.98406, -0.48011, -1.45876], [2.21513, 1.15330, -0.62061], [0.56495, 0.69635, -1.47874], [-3.15275, 1.80854, -0.96215], [-3.27400, 0.25269, -1.94780], [-1.69128, 0.81742, -1.79632], [0.00303, -1.00315, 0.20966]], "nbo_charge": [0.787, -0.576, -0.615, -0.807, -0.441, -0.417, -1.007, 0.736, 0.236, 0.208, 0.220, 0.242, 0.227, 0.231, 0.225, 0.219, 0.199, 0.334], "homo_lumo_gap_ev": [7.199, 7.189], "spin_multiplicity": 1, "homo_ev": [-6.97, -6.96]}

Short version: molecular weight = 102.133, 102.133, 134.200 g/mol, in the order given.
Short version: energy relative to the best compared isomer or geometry (same formula, charge and spin) = 507.84, 210.38, 416.96 kJ/mol, in the order given.